1.
Below is a cluster of 2 separate species, C9H14 in total in a non-equilibrium geometry, with properties calculated with wB97M-V/def2-TZVPD.

Geometry as ORCA input:
```
! RIJCOSX wB97M-V def2-TZVPD def2/J DEFGRID3
* xyz 0 1
C 1.2936 -0.2608 2.1397
C 0.2736 0.6353 1.5046
C -0.8971 0.1800 0.9339
C -1.9791 1.0149 0.6328
C -1.8436 2.3927 0.8436
C -0.5849 2.8611 1.2630
C 0.4489 2.0101 1.6645
H 1.5504 -1.0733 1.4634
H 0.8193 -0.6634 3.0454
H 2.2003 0.2073 2.5030
H -1.0078 -0.7939 0.4350
H -2.9041 0.5752 0.2494
H -2.7225 3.0016 0.8043
H -0.3327 3.9183 1.2089
H 1.3345 2.3373 2.1636
C -0.1528 -1.7897 -2.7343
C 1.2457 -2.2754 -2.3945
H -0.0822 -0.9322 -3.4074
H -0.7112 -2.5567 -3.2726
H -0.7809 -1.3756 -1.9377
H 1.9051 -1.8775 -3.1448
H 1.2770 -3.3609 -2.5662
H 1.6505 -2.1744 -1.3977
*
```

## Properties
**HOMO**: -9.0 eV
**Energy relative to the best compared isomer or geometry (same formula, charge and spin)**: 20.82 kcal/mol
**Frontier orbital gap**: 10.0 eV
**Largest force on an atom**: 0.043 Eh/bohr

And the Löwdin charges, in e, turn out to be:
1. C -0.05
2. C -0.29
3. C -0.07
4. C -0.09
5. C -0.09
6. C -0.08
7. C -0.05
8. H 0.07
9. H 0.09
10. H 0.07
11. H 0.10
12. H 0.10
13. H 0.09
14. H 0.10
15. H 0.10
16. C -0.17
17. C -0.16
18. H 0.06
19. H 0.06
20. H 0.04
21. H 0.05
22. H 0.06
23. H 0.05

---

2.
Below is a cluster of 2 separate species, C8H12N2O2 in total, with properties calculated with wB97M-V/def2-TZVPD.

Geometry as ORCA input:
```
! RIJCOSX wB97M-V def2-TZVPD def2/J DEFGRID3
* xyz 0 1
C 0.6286 -2.4679 0.3471
C -0.3755 -1.7470 1.2582
C 0.2287 -0.9066 2.3640
C 0.0069 -1.4667 3.5331
C -0.7133 -2.7817 3.3400
O -1.1573 -2.7577 1.9855
H 0.1020 -3.0020 -0.4657
H 1.1557 -3.2046 0.9535
H 1.3289 -1.7381 -0.1004
H -1.0872 -1.1379 0.6887
H 0.7951 -0.0065 2.1629
H 0.3090 -1.0689 4.4918
H -0.0302 -3.6311 3.5362
H -1.6041 -2.8731 3.9947
N 0.8996 0.3510 -1.3738
C 1.0314 1.4262 -1.7575
C 1.0247 2.8149 -2.2176
C -0.3179 3.1431 -2.8114
N -0.4411 3.5254 -4.0060
O -1.8102 3.8341 -4.2324
H 1.2524 3.4900 -1.3854
H 1.7762 2.9527 -2.9995
H -1.1923 3.0930 -2.1577
H -1.8102 4.1593 -5.1485
*
```

## Properties
**HOMO**: -8.9 eV
**Energy relative to the best compared isomer or geometry (same formula, charge and spin)**: 101.30 kcal/mol
**Frontier orbital gap**: 9.6 eV
**Largest force on an atom**: 0.018 Eh/bohr

And the Löwdin charges, in e, turn out to be:
1. C -0.06
2. C -0.36
3. C -0.06
4. C -0.07
5. C -0.21
6. O -0.13
7. H 0.08
8. H 0.08
9. H 0.04
10. H 0.13
11. H 0.11
12. H 0.10
13. H 0.12
14. H 0.12
15. N 0.18
16. C -0.20
17. C -0.15
18. C -0.18
19. N 0.01
20. O -0.07
21. H 0.13
22. H 0.12
23. H 0.14
24. H 0.09

---

Question: Which of these has the highest energy relative to the best compared isomer or geometry (same formula, charge and spin)?
Answer: C8H12N2O2